{
  "formula": "C3H4N2O2S",
  "method": "ωB97M-V with the def2-TZVPD basis set",
  "total_charge": 0,
  "mol_weight_da": 132.14,
  "multiplicity": 1,
  "homo_ev": [-8.607, -8.607],
  "elements": ["C", "C", "C", "N", "N", "O", "O", "S", "H", "H", "H", "H"],
  "positions_angstrom": [[-3.228, 0.211, -0.039], [-0.756, -0.575, 0.307], [2.398, -0.010, -0.310], [-2.334, 0.968, -0.118], [0.055, 0.366, 0.470], [-1.018, -1.724, 0.239], [1.513, 0.461, 0.609], [-4.412, -0.771, -0.003], [2.354, -1.139, -0.358], [3.402, 0.348, -0.100], [2.205, 0.425, -1.185], [-0.179, 1.440, 0.488]]
}


{
  "formula": "C3H4N2O2S",
  "method": "ωB97M-V with the def2-TZVPD basis set",
  "total_charge": 0,
  "mol_weight_da": 132.14,
  "multiplicity": 1,
  "homo_ev": -9.261,
  "elements": ["C", "C", "C", "H", "H", "H", "H", "N", "N", "O", "O", "S"],
  "positions_angstrom": [[0.872, 1.680, -1.772], [0.222, -0.201, -0.265], [-0.474, -1.743, 1.852], [1.908, 1.109, -1.923], [-0.691, 1.636, -0.080], [-2.055, -0.680, 0.515], [0.824, -2.044, 2.557], [0.197, 1.216, -0.697], [-0.673, -0.770, 0.773], [1.106, -1.021, -0.591], [-1.692, -2.133, 2.264], [0.455, 2.951, -2.631]]
}


{
  "formula": "C3H4N2O3",
  "method": "ωB97M-V with the def2-TZVPD basis set",
  "total_charge": 0,
  "mol_weight_da": 116.08,
  "multiplicity": 1,
  "homo_ev": -10.192,
  "smiles": "[H]/N=C1/NO[C@@H](C=O)O1",
  "elements": ["H", "N", "C", "N", "O", "C", "C", "O", "O", "H", "H", "H"],
  "positions_angstrom": [[-0.524, 2.794, -0.377], [-0.935, 2.089, -1.121], [-0.762, 1.003, -0.592], [-1.424, -0.226, -0.999], [-0.540, -1.262, -0.615], [0.007, -0.652, 0.560], [1.414, -1.172, 0.764], [2.014, -0.418, 1.642], [0.165, 0.717, 0.377], [-1.221, -0.299, -2.132], [-0.594, -0.747, 1.427], [1.795, -2.160, 0.285]]
}


{
  "formula": "C3H4N2O3",
  "method": "ωB97M-V with the def2-TZVPD basis set",
  "total_charge": 0,
  "mol_weight_da": 116.08,
  "multiplicity": 1,
  "homo_ev": -9.954,
  "smiles": "[H]/N=C(/N)C(=O)C(=O)O",
  "elements": ["H", "N", "C", "N", "C", "O", "C", "O", "O", "H", "H", "H"],
  "positions_angstrom": [[-1.452, 2.021, 0.679], [-1.596, 1.522, -0.197], [-0.773, 0.567, -0.332], [-0.823, -0.312, -1.378], [0.233, 0.243, 0.759], [0.463, 0.947, 1.722], [0.663, -1.243, 0.862], [0.509, -2.386, 0.893], [1.875, -0.432, 0.018], [-0.014, -0.879, -1.585], [-1.534, -0.112, -2.067], [2.449, 0.065, 0.625]]
}


{
  "formula": "C3H4N2O3",
  "method": "ωB97M-V with the def2-TZVPD basis set",
  "total_charge": 0,
  "mol_weight_da": 116.08,
  "multiplicity": 1,
  "homo_ev": -9.085,
  "smiles": "[H]/N=c1\\cc(O)on1O",
  "elements": ["H", "N", "C", "C", "C", "O", "O", "N", "O", "H", "H", "H"],
  "positions_angstrom": [[2.050, 1.838, -0.093], [1.971, 0.829, -0.074], [0.795, 0.386, 0.188], [-0.561, 0.863, 0.188], [-1.296, -0.279, 0.069], [-2.589, -0.460, -0.090], [-0.684, -1.434, 0.128], [0.693, -0.998, 0.548], [1.584, -1.824, -0.098], [-0.882, 1.895, 0.126], [-3.037, 0.409, -0.135], [1.955, -1.224, -0.760]]
}


{
  "formula": "C3H4N2O3",
  "method": "ωB97M-V with the def2-TZVPD basis set",
  "total_charge": 0,
  "mol_weight_da": 116.08,
  "multiplicity": 1,
  "homo_ev": -8.824,
  "smiles": "O=C1CN/C(=N/O)O1",
  "elements": ["O", "C", "C", "N", "C", "N", "O", "O", "H", "H", "H", "H"],
  "positions_angstrom": [[1.907, 0.134, 1.740], [1.169, -0.288, 0.922], [1.029, -1.468, 0.007], [0.217, -1.009, -1.052], [-0.528, -0.030, -0.509], [-1.608, 0.441, -1.115], [-1.949, 1.702, -0.513], [0.079, 0.506, 0.594], [2.033, -1.810, -0.300], [0.477, -2.176, 0.600], [-0.179, -1.808, -1.618], [-2.902, 1.756, -0.607]]
}


{
  "formula": "C3H4N2O3",
  "method": "ωB97M-V with the def2-TZVPD basis set",
  "total_charge": 0,
  "mol_weight_da": 116.08,
  "multiplicity": 1,
  "homo_ev": -9.976,
  "smiles": "O=c1nc(CO)[nH]o1",
  "elements": ["O", "C", "N", "C", "C", "O", "N", "O", "H", "H", "H", "H"],
  "positions_angstrom": [[-2.770, -0.607, 0.174], [-1.677, -0.195, 0.044], [-0.525, -1.045, -0.465], [0.505, -0.110, -0.045], [1.964, -0.690, 0.285], [3.028, 0.170, -0.032], [0.053, 1.215, -0.085], [-1.363, 1.064, 0.033], [2.098, -1.950, -0.033], [2.149, -0.846, 1.371], [2.732, 0.452, -0.904], [0.424, 2.111, 0.300]]
}


{
  "formula": "C3H4N2O3",
  "method": "ωB97M-V with the def2-TZVPD basis set",
  "total_charge": 0,
  "mol_weight_da": 116.08,
  "multiplicity": 1,
  "homo_ev": -7.688,
  "elements": ["N", "N", "C", "C", "C", "O", "O", "O", "H", "H", "H", "H"],
  "positions_angstrom": [[-1.208, -0.803, 0.271], [0.557, 1.477, -0.466], [-0.326, 1.625, 0.482], [0.883, 0.213, 0.087], [0.034, -0.905, -0.118], [-2.002, -1.729, -0.447], [2.229, 0.097, 0.379], [-1.254, 2.246, 0.874], [-2.831, -1.720, 0.051], [2.442, -0.805, 0.650], [1.083, 2.088, -1.097], [0.393, -1.784, -0.663]]
}


Copy entry 7 word for word.
{
  "formula": "C3H4N2O3",
  "method": "ωB97M-V with the def2-TZVPD basis set",
  "total_charge": 0,
  "mol_weight_da": 116.08,
  "multiplicity": 1,
  "homo_ev": -9.976,
  "smiles": "O=c1nc(CO)[nH]o1",
  "elements": ["O", "C", "N", "C", "C", "O", "N", "O", "H", "H", "H", "H"],
  "positions_angstrom": [[-2.770, -0.607, 0.174], [-1.677, -0.195, 0.044], [-0.525, -1.045, -0.465], [0.505, -0.110, -0.045], [1.964, -0.690, 0.285], [3.028, 0.170, -0.032], [0.053, 1.215, -0.085], [-1.363, 1.064, 0.033], [2.098, -1.950, -0.033], [2.149, -0.846, 1.371], [2.732, 0.452, -0.904], [0.424, 2.111, 0.300]]
}